Below is an isolated molecule of C4H6N2 in a non-equilibrium geometry, with properties calculated with wB97M-V/def2-TZVPD.

```
! wB97M-V def2-TZVPD RIJCOSX def2/J DEFGRID3
* xyz 0 1
C -0.68302 1.09641 0.94640
N -0.53319 -0.23986 0.39482
C 0.75458 -0.88555 0.49476
C 0.30065 -0.26376 -0.78579
C -0.16974 -0.95021 -1.97466
N -0.53525 -1.41224 -2.96937
H -1.64775 1.49767 0.62265
H 0.11051 1.76980 0.57765
H -0.67014 1.05178 2.03882
H 0.71854 -1.96027 0.66277
H 1.58179 -0.36828 0.98587
H 0.78479 0.68895 -1.01156
*
```

Its SMILES is CN1C[C@H]1C#N. The calculation puts the gap between HOMO and LUMO at 11.025 eV. The energy above the lowest of the compared OMol25 structures with the same formula, charge and spin is 45.3 kcal/mol. The calculation puts the total energy at -265.46346 Eh. The lowest unoccupied orbital energy is 0.87 eV. The highest occupied orbital energy comes out at -10.2 eV.